Entry 1:
Molecular formula: C3H12NO2
Method: DFT, ωB97M-V with the def2-TZVPD basis set

```
18
Properties=species:S:1:pos:R:3:forces:R:3
C -2.720927 0.442363 0.126007 -0.9 -0.1 1.8
C -1.503657 0.260648 0.985574 -0.3 0.4 -0.4
C -0.585751 1.193276 1.182358 0.5 -0.1 -0.2
N 0.820437 0.774960 1.450472 -0.7 -1.1 1.4
H -2.612764 -0.251245 -0.704582 -0.1 0.3 -0.3
H -3.582470 0.121572 0.725949 0.0 -0.3 -0.3
H -2.989990 1.461656 -0.135772 0.6 0.1 -0.4
H -1.407000 -0.745146 1.387653 0.6 -0.1 -0.4
H -0.715865 2.261172 1.090128 0.1 -0.1 -0.6
H 0.878013 0.199507 2.301164 -0.1 0.3 0.1
H 1.095447 0.037333 0.732454 0.6 0.5 -0.2
H 1.485482 1.528947 1.596370 0.0 0.1 -0.4
H 1.658060 -1.014484 -1.073798 -0.1 -0.1 0.0
H 2.362333 -1.728074 0.051976 -0.1 -0.1 0.2
O 1.538612 -1.256997 -0.128953 0.3 0.2 -0.3
H 1.569630 -1.652787 -3.328450 -0.1 0.0 0.2
H 2.670785 -0.643872 -3.450710 0.1 0.2 0.3
O 2.039633 -0.988830 -2.807842 0.0 -0.2 -0.5
```
Forces are in eV/Å.

As for the HOMO energy: -0.5092 Ha. The total charge is +1. The total energy comes out at -8883.8469 eV.

The net atomic charges from Löwdin, expressed in e, are: C -0.0681; C -0.1264; C -0.0848; N 0.1619; H 0.0912; H 0.0876; H 0.0858; H 0.1265; H 0.1253; H 0.1691; H 0.0873; H 0.1639; H 0.0270; H 0.0857; O -0.0435; H 0.0743; H 0.0740; O -0.0369



Entry 2:
Molecular formula: C3H12NO2
Method: DFT, ωB97M-V with the def2-TZVPD basis set

```
18
Properties=species:S:1:pos:R:3:forces:R:3
C -1.240527 1.250448 -1.347500 -0.2 -0.5 -0.4
O -0.935513 0.819190 -2.677466 0.2 0.2 0.4
C -1.674845 -0.008611 -0.595681 -0.3 0.7 -0.2
C -1.743516 0.194298 0.904576 0.6 -0.2 -0.4
N -0.729186 -1.102275 -1.005575 -0.1 -0.3 -0.3
H -2.088219 1.934927 -1.367723 0.1 0.2 0.2
H -0.386530 1.713523 -0.854078 0.1 0.1 0.0
H -0.420074 1.500938 -3.125731 -0.2 -0.1 -0.1
H -2.648541 -0.280095 -1.004785 0.0 -0.3 0.1
H -2.244327 1.146938 1.051362 -0.1 0.0 0.3
H -2.281700 -0.618628 1.390275 -0.1 0.2 0.1
H -0.731057 0.260318 1.329467 -0.3 0.1 0.0
H 0.245324 -0.797588 -0.980665 0.0 0.0 0.2
H -0.920350 -1.314004 -1.989395 0.1 0.0 0.0
H -0.833036 -1.951533 -0.450833 0.0 0.0 0.1
H 5.482366 -1.308601 4.793805 0.0 0.0 0.0
H 5.618031 -1.289519 3.273474 0.1 0.0 0.0
O 5.246952 -0.800398 4.012617 -0.1 0.0 -0.1
```
Forces are in eV/Å.

As for the HOMO energy: -0.4936 Ha. The total charge is +1. The total energy comes out at -8884.1323 eV.

The net atomic charges from Löwdin, expressed in e, are: C -0.1925; O -0.0535; C -0.3342; C -0.0220; N 0.2225; H 0.1400; H 0.1379; H 0.1148; H 0.1617; H 0.1008; H 0.0948; H 0.1025; H 0.1787; H 0.1684; H 0.1800; H 0.0342; H 0.0285; O -0.0627



Entry 3:
Molecular formula: C3H12NO3S
Method: DFT, ωB97M-V with the def2-TZVPD basis set

```
20
Properties=species:S:1:pos:R:3:forces:R:3
C -0.186553 1.601090 -0.236480 0.1 1.4 -0.6
O -1.331237 1.640152 -1.078689 -0.1 -1.9 0.2
C 0.675430 0.295918 -0.215239 -2.2 -0.7 -1.5
C 2.054564 0.609903 0.264451 2.3 0.1 1.1
S 3.044021 -0.658361 1.230073 0.2 -1.3 -1.6
N 0.791586 -0.261616 -1.597072 -1.3 -1.9 -0.3
H 0.469579 2.418076 -0.721951 -0.7 -0.8 1.3
H -0.579052 1.832963 0.791669 1.1 0.0 -0.6
H 0.037821 -0.456650 0.330494 1.2 0.7 0.0
H 2.077172 1.406471 1.056249 -0.2 -0.3 -1.0
H 2.808721 0.821774 -0.557246 -1.5 0.3 0.8
H 3.524269 -1.511310 0.164911 -0.9 1.4 1.4
H 0.448116 0.382042 -2.320897 0.0 -0.1 0.7
H 0.122766 -1.105277 -1.668096 1.3 1.9 0.2
H -1.901277 -1.542948 1.379213 -0.1 -1.1 0.2
H -2.864988 -2.443117 2.090403 0.3 -0.2 0.2
O -1.903074 -2.331257 2.068801 -0.4 1.0 -0.5
H -1.854873 0.787640 -0.823842 0.6 0.7 0.1
H -3.163353 -0.779432 -0.214748 -1.3 -0.3 -0.3
O -2.269635 -0.706058 0.057998 1.5 0.8 0.0
```
Forces are in eV/Å.

As for the HOMO energy: -0.1710 Ha. The total charge is -1. The total energy comes out at -21773.5987 eV.

The net atomic charges from Löwdin, expressed in e, are: C -0.2747; O -0.1653; C -0.4681; C -0.5485; S 0.5735; N 0.0054; H 0.1281; H 0.1233; H 0.1269; H 0.0625; H 0.0758; H -0.1156; H 0.0578; H 0.1006; H -0.0191; H -0.0122; O -0.2003; H 0.0544; H -0.1041; O -0.4002



Entry 4:
Molecular formula: C3H12NOS
Method: DFT, ωB97M-V with the def2-TZVPD basis set

```
18
Properties=species:S:1:pos:R:3:forces:R:3
C 2.350557 0.829295 -0.400630 -0.1 0.1 -0.1
O 1.920114 -0.404714 -1.027516 0.3 0.7 0.1
H 1.649896 1.623400 -0.661740 0.1 0.1 0.1
H 2.374811 0.701256 0.679789 -0.1 -0.2 0.0
H 3.353756 1.117745 -0.705601 0.0 -0.1 -0.1
H 1.847731 -0.183536 -1.963932 -0.1 -0.4 -0.1
C -1.056544 -0.153324 0.909801 -0.2 -0.6 -0.3
C -1.867962 -0.268935 -0.375162 0.3 0.7 0.1
S -3.371949 0.760577 -0.266756 -0.1 -0.6 0.0
N 0.130260 -1.087508 0.836658 0.3 0.2 0.1
H -1.669668 -0.505216 1.736895 0.1 0.4 0.2
H -0.675670 0.850727 1.063478 -0.1 0.1 0.1
H -2.195810 -1.290994 -0.553384 -0.1 -0.1 0.1
H -1.238958 0.031828 -1.212587 -0.2 0.0 -0.2
H -2.823685 1.941866 -0.526389 0.3 0.2 -0.1
H 0.724581 -1.006004 1.663054 -0.1 -0.1 0.1
H 0.767565 -0.921397 0.000709 -0.3 0.0 0.0
H -0.219026 -2.035065 0.803312 0.1 -0.5 -0.1
```
Forces are in eV/Å.

As for the HOMO energy: -0.4760 Ha. The total charge is +1. The total energy comes out at -17671.6795 eV.

The net atomic charges from Löwdin, expressed in e, are: C -0.0919; O -0.1371; H 0.0912; H 0.0823; H 0.0957; H 0.1136; C -0.2213; C -0.5547; S 0.7665; N 0.1671; H 0.1247; H 0.1238; H 0.0793; H 0.0757; H -0.1373; H 0.1655; H 0.0963; H 0.1606



Entry 5:
Molecular formula: C3H12NS
Method: DFT, ωB97M-V with the def2-TZVPD basis set

```
17
Properties=species:S:1:pos:R:3:forces:R:3
C 1.073553 -2.303920 -0.805269 0.1 0.2 -0.1
H 1.858034 -2.305151 -0.049180 0.0 0.0 0.0
H 0.712693 -1.289461 -0.990577 -0.1 0.1 -0.1
H 0.255217 -2.952719 -0.504861 0.0 0.0 -0.1
H 1.490562 -2.615838 -1.759458 0.0 -0.2 0.1
C 0.019964 1.301187 0.469253 -0.2 0.2 -0.4
C -1.438279 1.138282 0.065505 0.2 0.0 -0.9
S -1.990711 2.423471 -1.114190 0.0 0.1 0.4
N 0.432705 0.106783 1.290624 -0.4 -0.2 0.0
H 0.226404 2.208936 1.030809 -0.1 0.0 0.1
H 0.635513 1.295937 -0.430123 0.1 0.0 0.1
H -2.129736 1.183839 0.904429 0.0 0.1 0.1
H -1.551759 0.170491 -0.433699 -0.1 0.0 0.2
H -1.112152 2.208595 -2.108761 0.0 -0.2 0.2
H 1.361119 0.202256 1.706328 0.0 -0.1 -0.1
H 0.399857 -0.731386 0.682521 0.3 0.2 0.4
H -0.242983 -0.041301 2.046650 0.2 0.0 0.0
```
Forces are in eV/Å.

As for the HOMO energy: -0.4810 Ha. The total charge is +1. The total energy comes out at -15624.1008 eV.

The net atomic charges from Löwdin, expressed in e, are: C -0.0268; H 0.0350; H -0.0015; H 0.0434; H 0.0456; C -0.2202; C -0.5571; S 0.7592; N 0.1833; H 0.1338; H 0.1230; H 0.0811; H 0.0750; H -0.1266; H 0.1787; H 0.0980; H 0.1763



Entry 6:
Molecular formula: C3H12NS2
Method: DFT, ωB97M-V with the def2-TZVPD basis set

```
18
Properties=species:S:1:pos:R:3:forces:R:3
C -1.047151 -0.503321 1.076023 -0.1 -0.5 0.3
C -2.280682 -1.218998 0.548152 -0.1 0.5 -0.1
C -3.135647 -0.335973 -0.352335 0.1 -0.1 0.1
N -1.820138 -2.400333 -0.282391 0.3 0.1 -0.3
H -0.524105 -1.151485 1.783316 0.1 0.1 0.0
H -0.343685 -0.226911 0.291069 -0.1 0.1 -0.1
H -1.366388 0.383074 1.616810 0.0 0.1 0.0
H -2.858424 -1.639305 1.369123 -0.1 0.0 0.0
H -2.558967 -0.005076 -1.218765 0.0 0.0 0.0
H -3.429878 0.554443 0.198993 0.0 0.0 0.0
H -4.047473 -0.828030 -0.690476 0.0 -0.1 0.0
H -1.169308 -3.010633 0.215789 -0.1 0.0 0.1
H -2.597571 -2.952747 -0.640613 -0.1 -0.1 0.1
H -1.319033 -2.021955 -1.092294 0.0 -0.1 0.0
S 1.800099 2.125057 0.035931 -0.2 0.4 0.2
S 2.355987 0.198047 -0.501694 0.1 -0.4 -0.2
H 1.707074 1.850306 1.348096 0.0 -0.1 -0.1
H 2.183647 0.438110 -1.812891 0.0 0.0 0.1
```
Forces are in eV/Å.

As for the HOMO energy: -0.4186 Ha. The total charge is +1. The total energy comes out at -26459.6355 eV.

The net atomic charges from Löwdin, expressed in e, are: C -0.0567; C -0.3845; C -0.0368; N 0.2140; H 0.0953; H 0.0237; H 0.1015; H 0.1520; H 0.0971; H 0.1004; H 0.0914; H 0.1758; H 0.1737; H 0.1713; S 0.2465; S 0.2212; H -0.1947; H -0.1912



Entry 7:
Molecular formula: C3H12NSi
Method: DFT, ωB97M-V with the def2-TZVPD basis set

```
17
Properties=species:S:1:pos:R:3:forces:R:3
C -0.224133 0.804873 1.605577 1.1 -0.2 -0.7
C -1.047193 2.000448 1.609440 -2.9 -2.2 -2.6
C -0.019889 1.868333 0.535170 -0.1 -0.3 -0.7
N 0.582677 -0.877056 -1.393157 1.8 2.1 2.1
Si 0.397801 -2.738694 -1.385734 -0.4 -0.1 0.6
H 0.524977 0.749503 2.339611 0.9 -0.6 0.8
H 0.815038 2.563650 0.569460 -0.1 -0.3 0.1
H -0.621585 -0.131537 1.201787 -0.3 0.2 0.8
H -0.874968 2.821932 2.139235 0.9 2.7 3.0
H -2.128649 1.834696 1.476199 0.6 0.3 -0.5
H -0.321926 1.607735 -0.470732 -0.2 0.2 -0.1
H 1.589836 -0.500597 -1.319765 -1.6 -0.9 0.3
H 0.065016 -0.316055 -0.615464 0.9 -1.0 -1.5
H 0.338737 -0.507082 -2.295532 -0.8 0.3 -0.5
H -0.070256 -2.805547 -2.751720 0.1 -0.5 -0.4
H 1.614729 -3.343167 -0.858478 0.4 0.1 -0.5
H -0.620210 -3.031433 -0.385899 -0.3 0.2 0.0
```
Forces are in eV/Å.

As for the HOMO energy: -0.5206 Ha. The total charge is +1. The total energy comes out at -12664.9007 eV.

The net atomic charges from Löwdin, expressed in e, are: C -0.1638; C -0.1521; C -0.1632; N -0.0192; Si 0.7644; H 0.0911; H 0.1083; H 0.0896; H 0.0651; H 0.1276; H 0.0704; H 0.1672; H 0.0953; H 0.0920; H -0.0521; H -0.0572; H -0.0635



Entry 8:
Molecular formula: C3H12O2S2
Method: DFT, ωB97M-V with the def2-TZVPD basis set

```
19
Properties=species:S:1:pos:R:3:forces:R:3
C -2.500787 -1.151185 0.667940 0.9 0.5 -0.1
C -1.260641 -1.399136 -0.201350 0.0 -0.6 0.4
S 0.156392 -0.677182 0.744823 0.2 0.3 -1.1
S 1.689034 -0.939484 -0.529477 -0.9 0.0 -0.3
C 2.090995 0.720546 -1.134102 0.9 -0.6 0.3
H -2.285538 -1.512550 1.675709 -0.6 -0.4 -0.1
H -2.700866 -0.079996 0.768160 0.0 -0.1 -0.1
H -3.343088 -1.603709 0.157163 -0.2 -0.3 0.4
H -1.310416 -0.913310 -1.171564 0.3 0.2 0.1
H -1.047926 -2.457715 -0.364316 -0.1 0.0 0.1
H 3.182947 0.729820 -1.167179 -0.1 0.3 0.1
H 1.672194 1.448694 -0.467263 0.0 0.4 0.2
H 1.705108 0.831843 -2.147502 -0.3 -0.2 0.1
H -0.046134 2.973440 1.896973 -0.4 0.4 -0.3
H -0.637067 1.623135 1.865825 -0.4 0.1 -0.1
O -0.745285 2.482014 1.431635 0.9 -0.4 0.4
H -0.639872 2.013729 -0.674406 -0.5 0.2 0.2
H -1.834728 1.307378 -1.373875 -0.1 0.3 0.1
O -0.969018 1.693807 -1.525778 0.6 -0.4 -0.1
```
Forces are in eV/Å.

As for the HOMO energy (spin up / spin down): -0.5467 / -0.5413 Ha. The total charge is +1. The total energy comes out at -29062.8597 eV. As for the spin multiplicity: 2.

The net atomic charges from Löwdin, expressed in e, are: C -0.1334; C -0.4888; S 0.6987; S 0.7272; C -0.3477; H 0.0808; H 0.0764; H 0.0956; H 0.0694; H 0.0905; H 0.0566; H 0.0296; H 0.0707; H 0.0699; H -0.0068; O -0.0654; H -0.0047; H 0.0362; O -0.0549